{
  "formula": "C18H48AlF4N8O16P2S4",
  "method": "the ωB97M-V functional and the def2-TZVPD basis",
  "species": ["Al", "N", "S", "O", "O", "F", "S", "O", "O", "F", "N", "S", "O", "O", "F", "S", "O", "O", "F", "O", "P", "N", "C", "C", "N", "C", "C", "N", "C", "C", "H", "H", "H", "H", "H", "H", "H", "H", "H", "H", "H", "H", "H", "H", "H", "H", "H", "H", "O", "P", "N", "C", "C", "N", "C", "C", "N", "C", "C", "H", "H", "H", "H", "H", "H", "H", "H", "H", "H", "H", "H", "H", "H", "H", "H", "H", "H", "C", "O", "C", "O", "O", "C", "H", "H", "H", "H", "H", "H", "C", "O", "C", "O", "O", "C", "H", "H", "H", "H", "H", "H"],
  "positions_angstrom": [[6.342, 0.176, -10.105], [8.082, 1.564, -12.002], [8.725, 2.829, -11.704], [8.369, 3.993, -12.464], [10.082, 2.678, -11.223], [7.841, 2.945, -10.396], [8.831, 1.336, -13.530], [10.317, 1.300, -13.674], [8.071, 1.789, -14.683], [8.437, -0.283, -13.554], [4.043, 1.793, -9.524], [3.942, 3.493, -9.406], [3.465, 4.087, -8.184], [3.699, 4.222, -10.627], [5.566, 3.615, -9.262], [2.515, 1.728, -9.498], [1.819, 2.010, -10.787], [1.851, 1.723, -8.143], [2.494, 0.151, -9.819], [7.061, 1.487, -7.399], [7.537, 2.356, -6.292], [7.989, 1.484, -4.823], [9.056, 2.045, -4.003], [7.376, 0.178, -4.308], [6.470, 3.588, -5.717], [6.835, 4.457, -4.622], [5.054, 3.326, -5.654], [8.888, 3.314, -6.749], [10.119, 2.687, -7.165], [8.801, 4.591, -7.428], [9.235, 1.453, -3.106], [8.789, 3.056, -3.693], [9.998, 2.165, -4.538], [6.863, 0.362, -3.364], [8.144, -0.574, -4.128], [6.734, -0.325, -5.031], [6.092, 5.155, -4.233], [6.853, 3.856, -3.713], [7.804, 4.944, -4.729], [4.928, 2.857, -4.678], [4.595, 4.313, -5.604], [4.686, 2.713, -6.477], [10.917, 3.374, -6.885], [10.309, 1.775, -6.599], [10.134, 2.525, -8.243], [9.575, 4.708, -8.186], [8.932, 5.483, -6.815], [7.871, 4.760, -7.971], [13.529, 0.800, -14.961], [13.183, -0.234, -16.024], [12.098, -1.487, -15.747], [11.862, -2.507, -16.801], [11.553, -1.915, -14.476], [14.663, -1.047, -16.509], [15.818, -0.253, -16.963], [15.094, -2.236, -15.774], [12.697, 0.596, -17.472], [12.750, 0.165, -18.831], [11.737, 1.702, -17.270], [10.828, -2.833, -16.916], [12.432, -3.436, -16.803], [12.097, -2.303, -17.846], [10.490, -2.026, -14.689], [11.748, -1.149, -13.726], [12.020, -2.882, -14.290], [16.582, -0.142, -16.194], [16.291, -0.681, -17.848], [15.516, 0.789, -17.066], [16.167, -2.383, -15.896], [14.799, -1.946, -14.765], [14.603, -3.154, -16.097], [13.731, 0.385, -19.252], [12.724, -0.915, -18.972], [11.928, 0.616, -19.385], [11.922, 2.557, -17.919], [11.768, 2.149, -16.276], [10.788, 1.193, -17.436], [9.890, -1.335, -6.464], [10.795, -1.441, -7.577], [10.401, -0.994, -8.751], [9.273, -0.575, -9.028], [11.376, -1.119, -9.606], [11.303, -0.717, -10.954], [9.128, -2.027, -6.821], [9.344, -0.395, -6.382], [10.330, -1.376, -5.468], [10.848, -1.493, -11.570], [12.266, -0.648, -11.460], [10.746, 0.214, -11.060], [5.907, 7.281, -8.409], [6.991, 6.593, -9.083], [7.712, 7.120, -10.074], [7.407, 8.121, -10.698], [8.729, 6.310, -10.390], [9.446, 6.432, -11.558], [5.788, 7.077, -7.345], [4.930, 6.987, -8.791], [6.131, 8.347, -8.444], [10.194, 5.654, -11.715], [9.949, 7.388, -11.703], [8.667, 6.244, -12.297]],
  "mulliken_spin": [0.000, 0.000, 0.000, 0.000, 0.000, 0.000, 0.000, 0.000, 0.000, 0.000, 0.000, 0.001, 0.001, 0.000, -0.001, 0.000, 0.000, 0.000, 0.000, 0.004, -0.045, 0.281, -0.009, -0.020, 0.601, 0.013, -0.011, 0.004, -0.002, 0.007, 0.003, 0.023, 0.010, 0.011, 0.016, 0.002, 0.012, 0.033, -0.001, 0.046, 0.020, 0.000, 0.001, -0.001, 0.000, 0.003, 0.000, -0.003, 0.000, 0.000, 0.000, 0.000, 0.000, 0.000, 0.000, 0.000, 0.000, 0.000, 0.000, 0.000, 0.000, 0.000, 0.000, 0.000, 0.000, 0.000, 0.000, 0.000, 0.000, 0.000, 0.000, 0.000, 0.000, 0.000, 0.000, 0.000, 0.000, 0.000, 0.000, 0.000, 0.000, 0.000, 0.000, 0.000, 0.000, 0.000, 0.000, 0.000, 0.000, 0.000, 0.000, 0.000, 0.000, 0.000, 0.000, 0.000, 0.000, 0.000, 0.000, 0.000, 0.000],
  "e_lumo_ev": [-0.8, -5.5],
  "homo_lumo_gap_ev": [7.08, 2.44],
  "charge": 0,
  "spin_multiplicity": 2
}


{
  "formula": "C18H48B3BeF12N2O10",
  "method": "the ωB97M-V functional and the def2-TZVPD basis",
  "species": ["Be", "B", "F", "F", "F", "F", "B", "F", "F", "F", "F", "B", "F", "F", "F", "F", "C", "O", "C", "C", "N", "C", "C", "O", "C", "H", "H", "H", "H", "H", "H", "H", "H", "H", "H", "H", "H", "H", "H", "H", "C", "O", "C", "C", "N", "C", "C", "O", "C", "H", "H", "H", "H", "H", "H", "H", "H", "H", "H", "H", "H", "H", "H", "H", "C", "C", "O", "O", "H", "H", "H", "H", "H", "H", "C", "C", "O", "O", "H", "H", "H", "H", "H", "H", "C", "C", "O", "O", "H", "H", "H", "H", "H", "H"],
  "positions_angstrom": [[1.076, -2.078, 2.060], [3.552, -3.683, 2.539], [2.923, -4.421, 1.605], [2.765, -3.635, 3.615], [4.781, -4.178, 2.824], [3.562, -2.409, 1.958], [0.987, 0.473, 0.678], [0.623, 0.438, 1.980], [1.359, 1.714, 0.220], [2.072, -0.382, 0.661], [0.045, -0.161, -0.028], [-0.439, -2.861, -0.423], [-1.108, -2.212, -1.449], [0.960, -2.787, -0.373], [-0.959, -2.270, 0.767], [-0.908, -4.207, -0.479], [-5.862, 0.417, -8.699], [-5.518, 0.003, -7.382], [-4.764, 0.949, -6.638], [-4.501, 0.199, -5.398], [-3.598, 1.007, -4.476], [-3.451, 0.259, -3.274], [-2.545, 0.970, -2.152], [-3.456, 1.296, -1.035], [-2.669, 1.775, 0.077], [-6.755, -0.022, -9.144], [-5.026, 0.128, -9.336], [-5.970, 1.500, -8.747], [-5.468, 1.778, -6.572], [-3.869, 1.250, -7.183], [-3.962, -0.722, -5.619], [-5.437, 0.015, -4.870], [-3.829, 1.984, -4.367], [-2.899, -0.650, -3.511], [-4.406, 0.100, -2.771], [-2.064, 1.891, -2.482], [-1.633, 0.473, -1.820], [-3.289, 2.248, 0.838], [-1.926, 2.535, -0.166], [-2.172, 0.941, 0.573], [2.931, -0.500, 4.712], [1.735, -1.140, 4.343], [0.976, -1.632, 5.508], [-0.365, -2.279, 5.017], [-0.784, -1.716, 3.684], [-2.252, -2.088, 3.482], [-3.056, -1.201, 4.334], [-2.850, 0.160, 3.718], [-3.932, 1.138, 3.831], [3.400, -0.236, 3.765], [3.579, -1.132, 5.320], [2.766, 0.442, 5.234], [0.637, -0.736, 6.026], [1.682, -2.281, 6.026], [-1.081, -2.343, 5.836], [-0.151, -3.326, 4.802], [-0.742, -0.713, 3.792], [-2.467, -3.112, 3.785], [-2.517, -2.087, 2.425], [-2.668, -0.998, 5.332], [-4.075, -1.565, 4.464], [-3.621, 2.009, 3.255], [-3.946, 1.457, 4.873], [-4.903, 0.799, 3.472], [3.483, 4.060, 1.342], [3.443, 3.237, 2.673], [2.059, 3.017, 2.953], [3.559, 3.340, 0.161], [4.454, 4.555, 1.334], [2.619, 4.720, 1.419], [3.925, 3.838, 3.445], [4.131, 2.393, 2.711], [1.734, 2.232, 2.506], [2.739, 2.844, 0.212], [1.284, 0.407, -4.454], [1.042, -0.253, -3.072], [0.233, -1.243, -3.491], [1.812, -0.525, -5.407], [1.933, 1.276, -4.342], [0.351, 0.695, -4.938], [0.604, 0.427, -2.341], [1.886, -0.535, -2.442], [-0.323, -1.493, -2.749], [2.547, -0.044, -5.796], [4.703, -0.082, -0.487], [5.402, 0.251, 0.889], [5.616, 1.636, 1.083], [5.604, -0.042, -1.486], [3.797, 0.495, -0.676], [4.201, -1.044, -0.389], [6.330, -0.285, 1.091], [4.962, -0.221, 1.768], [4.857, 2.044, 0.660], [6.493, -0.287, -1.220]],
  "mulliken_spin": [0.101, 0.251, -0.017, -0.002, 0.000, -0.054, 0.919, -0.029, 0.013, 0.060, -0.334, -0.002, 0.002, -0.035, -0.036, 0.002, 0.000, 0.000, 0.000, 0.000, 0.000, 0.001, -0.001, 0.000, -0.002, 0.000, 0.000, 0.000, 0.000, 0.000, 0.000, 0.000, 0.000, 0.000, 0.000, 0.000, -0.003, -0.001, -0.001, 0.002, 0.016, 0.010, -0.020, 0.030, 0.098, 0.032, 0.004, -0.004, 0.000, -0.014, 0.001, 0.005, 0.002, -0.008, 0.007, 0.000, -0.005, 0.004, -0.006, -0.001, -0.001, 0.000, 0.000, 0.000, -0.001, 0.001, 0.003, 0.000, 0.000, 0.000, 0.000, 0.001, 0.011, -0.002, 0.000, -0.002, -0.002, 0.000, 0.000, 0.000, 0.003, 0.000, -0.001, 0.000, 0.004, -0.001, 0.001, -0.001, 0.002, 0.001, -0.002, 0.000, 0.000, 0.000],
  "e_lumo_ev": [3.6, 3.6],
  "homo_lumo_gap_ev": [3.59, 8.01],
  "charge": -2,
  "spin_multiplicity": 2
}


{
  "formula": "C18H48IN6NbO7P",
  "method": "the ωB97M-V functional and the def2-TZVPD basis",
  "species": ["O", "P", "Nb", "I", "H", "H", "H", "H", "H", "H", "C", "O", "N", "C", "C", "H", "H", "H", "H", "H", "H", "H", "C", "O", "N", "C", "C", "H", "H", "H", "H", "H", "H", "H", "C", "O", "N", "C", "C", "H", "H", "H", "H", "H", "H", "H", "C", "O", "N", "C", "C", "H", "H", "H", "H", "H", "H", "H", "C", "O", "N", "C", "C", "H", "H", "H", "H", "H", "H", "H", "C", "O", "N", "C", "C", "H", "H", "H", "H", "H", "H", "H"],
  "positions_angstrom": [[4.899, 5.637, 7.407], [4.099, 4.702, 6.530], [1.531, 5.367, 6.552], [2.015, 8.139, 6.600], [4.334, 3.356, 6.923], [4.581, 4.766, 5.195], [1.371, 5.309, 8.405], [-0.262, 5.491, 6.301], [1.545, 5.288, 4.707], [1.236, 3.611, 6.652], [2.031, 2.542, 3.526], [2.515, 2.777, 4.613], [1.706, 1.299, 3.101], [1.128, 1.053, 1.797], [1.954, 0.190, 4.000], [1.803, 3.334, 2.795], [0.147, 0.579, 1.902], [1.780, 0.389, 1.218], [1.003, 1.981, 1.233], [1.401, 0.322, 4.931], [3.015, 0.130, 4.251], [1.642, -0.735, 3.519], [0.866, 2.087, -1.593], [0.721, 2.836, -0.639], [1.776, 2.278, -2.565], [1.927, 1.349, -3.669], [2.628, 3.452, -2.491], [0.264, 1.178, -1.734], [2.945, 0.946, -3.676], [1.748, 1.858, -4.620], [1.218, 0.524, -3.564], [3.209, 3.446, -1.568], [2.025, 4.361, -2.498], [3.302, 3.456, -3.345], [10.157, 4.667, 9.186], [10.976, 4.070, 9.869], [8.979, 4.169, 8.789], [8.039, 4.926, 7.973], [8.627, 2.820, 9.190], [10.329, 5.698, 8.831], [7.083, 5.044, 8.481], [7.860, 4.406, 7.030], [8.445, 5.912, 7.759], [8.604, 2.740, 10.277], [9.363, 2.107, 8.817], [7.646, 2.577, 8.788], [-0.605, -1.912, -2.933], [-0.326, -0.723, -3.004], [-0.168, -2.734, -1.973], [-0.533, -4.141, -1.936], [0.696, -2.188, -0.938], [-1.253, -2.408, -3.672], [-1.059, -4.367, -1.007], [0.364, -4.760, -1.994], [-1.186, -4.391, -2.768], [0.189, -1.385, -0.402], [1.605, -1.776, -1.380], [0.959, -2.979, -0.241], [-3.327, -4.947, -4.254], [-2.670, -5.757, -3.616], [-4.543, -5.178, -4.763], [-5.286, -4.173, -5.511], [-5.141, -6.485, -4.556], [-2.961, -3.927, -4.464], [-6.225, -3.956, -5.016], [-5.493, -4.529, -6.518], [-4.696, -3.260, -5.571], [-5.247, -6.691, -3.491], [-4.512, -7.264, -4.988], [-6.120, -6.503, -5.028], [-8.644, -2.950, -7.387], [-7.803, -3.325, -6.589], [-9.619, -3.731, -7.884], [-10.596, -3.236, -8.831], [-9.686, -5.116, -7.450], [-8.672, -1.918, -7.771], [-11.605, -3.328, -8.424], [-10.544, -3.799, -9.766], [-10.400, -2.187, -9.045], [-9.817, -5.169, -6.369], [-8.762, -5.638, -7.703], [-10.524, -5.605, -7.941]],
  "lowdin_charge": [-0.669, 0.374, 0.522, -0.183, -0.081, -0.080, -0.188, -0.174, -0.165, -0.156, -0.351, -0.116, -0.197, -0.073, -0.055, 0.133, 0.088, 0.082, 0.052, 0.092, 0.088, 0.076, -0.329, -0.011, -0.188, -0.058, -0.044, 0.119, 0.086, 0.087, 0.049, 0.092, 0.091, 0.081, -0.371, -0.017, -0.197, -0.053, -0.046, 0.128, 0.072, 0.089, 0.083, 0.090, 0.088, 0.086, -0.323, -0.023, -0.183, -0.041, -0.032, 0.124, 0.096, 0.094, 0.044, 0.087, 0.094, 0.087, -0.351, -0.007, -0.188, -0.059, -0.039, 0.120, 0.072, 0.083, 0.088, 0.093, 0.092, 0.084, -0.331, 0.000, -0.197, -0.058, -0.039, 0.136, 0.090, 0.089, 0.083, 0.093, 0.091, 0.085],
  "e_lumo_ev": 1.1,
  "homo_lumo_gap_ev": 5.75,
  "charge": -1
}


Number 1: total energy -5273.6031 hartree. Number 2: total energy -2864.7118 hartree. Number 3: total energy -2265.7683 hartree.